No. 1
The following is a DFT calculation (wB97M-V/def2-TZVPD) of a cluster of 3 separate species, C20H42BCl2FNO4S in total.

Last column: Mulliken charge in e.
Element x y z (Å)
C: -3.39975 0.18675 -3.52961  -0.80
O: -1.98683 0.41736 -3.67038  -0.76
B: -1.30034 0.78987 -2.57404  0.82
O: -1.88318 0.98121 -1.33165  -0.47
C: 0.26708 0.99561 -2.77895  -1.42
C: 0.61500 1.54643 -4.18950  -0.93
C: 1.93328 2.17945 -3.97001  -0.28
N: 2.11150 2.38245 -2.71960  -0.01
C: 1.03857 1.89337 -1.79441  0.91
C: 1.82610 1.18772 -0.65781  -0.93
Cl: 2.74196 2.38174 0.30613  -0.06
C: 0.96475 0.35410 0.30732  0.52
C: 1.82765 -0.14384 1.49423  -1.67
Cl: 0.35914 -1.11570 -0.51691  -0.22
S: 0.20492 3.48470 -1.43667  1.48
O: -0.62760 3.74400 -2.56184  -0.60
O: 1.18132 4.45542 -1.10180  -0.60
F: -0.67797 3.16045 -0.23233  -0.16
H: -3.58745 -0.63423 -2.84134  0.26
H: -3.91879 1.06795 -3.16510  0.36
H: -3.79952 -0.07597 -4.50247  0.27
H: -1.98041 0.12670 -0.89326  0.32
H: 0.69121 -0.00933 -2.78527  0.81
H: 0.52673 0.79910 -4.96788  0.55
H: -0.02655 2.40892 -4.41434  0.36
H: 2.64222 2.45315 -4.73870  0.52
H: 2.96434 2.83324 -2.39255  0.30
H: 2.58239 0.55622 -1.11688  0.65
H: 0.15325 0.92750 0.74446  0.41
H: 1.75410 0.51587 2.35129  0.41
H: 1.45410 -1.12299 1.78008  0.49
H: 2.85788 -0.30649 1.18856  0.36
C: 0.21003 -3.18428 -4.75097  -1.37
C: -1.26137 -2.82528 -4.55811  -0.12
C: -1.81847 -3.26621 -3.20522  0.56
C: -1.80918 -4.77478 -2.95504  -0.92
C: -2.57289 -5.59886 -3.99032  -0.47
C: -4.06298 -5.27451 -4.04437  -1.15
H: 0.37151 -4.26161 -4.72145  0.39
H: 0.57005 -2.82783 -5.71752  0.40
H: 0.82757 -2.72819 -3.97050  0.21
H: -1.85393 -3.25369 -5.36942  0.43
H: -1.37111 -1.73952 -4.63989  0.04
H: -2.84047 -2.88726 -3.10484  0.20
H: -1.23778 -2.78203 -2.41024  -0.45
H: -2.23407 -4.96440 -1.96483  0.41
H: -0.77620 -5.13101 -2.91061  0.36
H: -2.45270 -6.65566 -3.74232  0.40
H: -2.13216 -5.46752 -4.98220  0.24
H: -4.53355 -5.44091 -3.07346  0.30
H: -4.56870 -5.90907 -4.77216  0.38
H: -4.24336 -4.23813 -4.33595  0.25
C: 3.21963 2.55246 5.07742  -1.09
C: 2.53344 1.44400 5.87106  -0.47
C: 1.01499 1.60048 5.94177  -0.46
C: 0.52810 2.87007 6.64261  -0.77
C: 1.02085 3.03828 8.07903  -0.38
C: 0.54551 1.93230 9.01665  -1.19
H: 3.06272 3.53178 5.53001  0.30
H: 4.29604 2.38156 5.03232  0.39
H: 2.83885 2.58418 4.05225  0.17
H: 2.95729 1.39724 6.87656  0.35
H: 2.75923 0.48270 5.39997  0.36
H: 0.59271 0.72361 6.43970  0.36
H: 0.60872 1.59045 4.92297  0.19
H: -0.56615 2.86915 6.63990  0.39
H: 0.82834 3.74649 6.06103  0.31
H: 0.65776 3.99743 8.45567  0.36
H: 2.11234 3.09595 8.10276  0.23
H: -0.54489 1.88499 9.04210  0.29
H: 0.89462 2.11337 10.03351  0.38
H: 0.92055 0.95351 8.71335  0.28

For the HOMO energy, the calculation gives -12.56 eV. Its charge is +1. Its multiplicity is 1. As for the LUMO energy: -4.5 eV.

***

No. 2
The following is a DFT calculation (wB97M-V/def2-TZVPD) of a cluster of 12 separate species, C20H42Cl22N3O2 in total.

Last column: Mulliken charge in e.
Element x y z (Å)
C: -0.44370 0.94977 2.11136  -0.73
C: -0.83885 2.05137 1.46988  -0.56
N: 0.01237 2.82840 0.57263  0.39
C: 0.68891 2.15809 -0.41478  -0.54
N: 2.05040 2.31108 -0.52054  0.10
C: 2.89967 1.41852 0.32913  1.67
C: 4.05386 0.83648 -0.49535  -1.32
C: 5.33664 1.66485 -0.44549  -0.37
O: 5.74840 1.97868 0.87620  -0.47
N: 0.03242 1.43495 -1.29212  0.61
O: 0.78360 0.75057 -2.21469  -0.27
C: 0.10163 -0.41229 -2.74140  -0.79
C: -0.69028 -1.20752 -1.72011  0.41
C: 0.08363 -1.59555 -0.44762  -0.30
H: -1.19736 0.35541 2.61679  0.34
H: 0.58959 0.63567 2.21369  0.13
H: -1.83210 2.45167 1.63684  0.58
H: 0.71716 3.32675 1.12136  0.14
H: 2.34941 2.29271 -1.48672  0.42
H: 3.27439 2.00770 1.16548  -0.56
H: 2.28848 0.59785 0.70504  -0.53
H: 4.26961 -0.16614 -0.11090  0.28
H: 3.71629 0.69793 -1.52656  0.48
H: 6.13097 1.09658 -0.93752  0.32
H: 5.19754 2.61278 -0.97192  0.29
H: 5.35016 1.36860 1.50227  0.29
H: -0.98459 1.39980 -1.32722  -0.14
H: -0.51410 -0.13007 -3.60110  0.26
H: 0.91777 -1.02442 -3.13245  0.38
H: -0.98510 -2.12242 -2.23890  0.27
H: -1.60684 -0.67864 -1.45552  -0.21
H: -0.60274 -1.50728 0.40014  0.24
H: 0.93295 -0.94487 -0.23909  0.11
H: 0.41172 -2.63645 -0.43760  -0.05
C: 0.96519 5.89564 -0.95078  0.13
Cl: 0.70968 6.92477 -2.36180  -0.17
Cl: 1.60489 6.78670 0.43223  -0.10
H: 0.01446 5.46000 -0.66495  0.13
H: 1.68077 5.12440 -1.21203  0.03
C: 2.05734 4.78994 3.88522  0.24
Cl: 3.20255 3.91924 2.85629  -0.16
Cl: 0.38107 4.47466 3.40283  -0.14
H: 2.18843 4.46673 4.91067  0.43
H: 2.25213 5.85181 3.77757  -0.33
C: 2.92261 -3.30679 2.26796  -0.53
Cl: 2.49808 -1.63023 2.66352  -0.01
Cl: 1.99910 -3.89227 0.87945  -0.12
H: 3.97890 -3.35413 2.03364  0.33
H: 2.68720 -3.92489 3.12580  0.38
C: -4.11271 -0.85400 -3.93295  -0.57
Cl: -3.03896 -2.03286 -4.69964  -0.06
Cl: -4.29042 -1.13928 -2.19723  -0.01
H: -3.69608 0.13568 -4.08558  0.28
H: -5.09085 -0.92741 -4.39228  0.39
C: -2.35978 -5.88895 -3.40117  0.48
Cl: -4.00783 -6.50300 -3.25596  -0.15
Cl: -1.78937 -5.18336 -1.87876  -0.14
H: -1.70356 -6.71086 -3.66110  0.35
H: -2.34107 -5.12707 -4.17223  -0.52
C: -1.51865 -3.94840 -8.10102  -0.31
Cl: -2.06604 -2.28765 -8.32867  -0.14
Cl: -2.04022 -4.62553 -6.54510  -0.13
H: -1.93463 -4.56225 -8.89016  0.29
H: -0.43639 -3.96346 -8.13024  0.27
C: -4.86711 2.76142 -0.85872  -0.44
Cl: -6.19918 1.61951 -0.92194  -0.11
Cl: -3.28266 1.93790 -0.94628  -0.09
H: -4.93859 3.44331 -1.69685  0.31
H: -4.90594 3.29816 0.08105  0.31
C: -5.10447 -4.70156 0.45392  0.23
Cl: -5.63323 -5.31642 2.01898  -0.15
Cl: -4.85111 -2.94965 0.46365  -0.15
H: -4.16137 -5.16696 0.20525  -0.24
H: -5.85590 -4.93784 -0.28967  0.28
C: 3.97766 -0.57856 6.18468  -0.36
Cl: 3.41989 0.64555 5.03198  -0.06
Cl: 2.63342 -1.35519 7.02046  -0.15
H: 4.52833 -1.33409 5.63724  0.25
H: 4.61254 -0.09213 6.91466  0.33
C: 1.40117 9.19513 4.27441  -0.28
Cl: -0.01422 8.14419 4.38665  -0.13
Cl: 2.90023 8.26065 4.14785  -0.17
H: 1.30731 9.81065 3.38840  0.27
H: 1.45459 9.80570 5.16708  0.32
C: -2.68604 -8.40065 2.19745  -0.37
Cl: -2.86519 -7.34990 0.78450  -0.05
Cl: -2.36915 -7.48074 3.67089  -0.15
H: -3.60602 -8.95723 2.32746  0.29
H: -1.85270 -9.06897 2.02013  0.31

For the HOMO energy, the calculation gives -12.20 eV. Its charge is +1. Its multiplicity is 1. As for the LUMO energy: -2.3 eV.

***

No. 3
The following is a DFT calculation (wB97M-V/def2-TZVPD) of a structure of composition C20H42IN3OReSi4.

Last column: Mulliken charge in e.
Element x y z (Å)
Re: 1.12190 0.27549 0.84181  1.05
C: -2.06993 -5.42838 -1.67154  -0.89
Si: -0.82093 -4.92989 -0.43519  0.26
C: -1.24680 -4.88166 1.34399  -0.65
C: 0.87085 -4.46836 -0.94364  -0.49
Si: -0.45620 -0.72250 -0.52777  -0.74
Si: -0.17234 -0.66284 -2.88594  0.60
C: -0.35878 1.16820 -3.27002  -0.87
C: 1.55301 -1.25889 -3.33030  -1.04
C: -1.48845 -1.64026 -3.79991  -1.00
Si: -2.66750 -0.93757 0.29016  0.71
C: -3.66201 -2.38165 -0.39818  -0.99
C: -2.68128 -1.01092 2.16992  -1.18
C: -3.39301 0.68509 -0.35401  -1.04
H: -2.26884 -6.49835 -1.52976  0.43
H: -1.74213 -5.27346 -2.69798  0.36
H: -3.01620 -4.91347 -1.49347  0.34
H: -0.44658 -5.31532 1.94737  0.45
H: -2.19208 -5.37340 1.56990  0.40
H: -1.33143 -3.82692 1.63404  0.02
H: 1.62531 -4.70528 -0.19466  0.40
H: 0.89127 -3.37769 -1.07890  -0.19
H: 1.12650 -4.91788 -1.90438  0.38
H: 0.33501 1.76742 -2.67830  0.06
H: -1.37373 1.51861 -3.07067  0.31
H: -0.14672 1.34865 -4.32665  0.47
H: 2.27990 -1.02055 -2.55126  0.27
H: 1.88911 -0.78358 -4.25438  0.42
H: 1.57797 -2.33629 -3.50103  0.28
H: -2.48796 -1.44950 -3.40583  0.25
H: -1.30261 -2.71656 -3.76490  0.22
H: -1.49728 -1.35291 -4.85403  0.40
H: -3.46089 -3.30297 0.15240  0.28
H: -3.47398 -2.54438 -1.46034  0.22
H: -4.73085 -2.18166 -0.28928  0.46
H: -2.87742 -2.02563 2.52323  0.36
H: -3.47219 -0.37692 2.57562  0.45
H: -1.73268 -0.68484 2.60102  0.21
H: -3.88673 0.53291 -1.31571  0.35
H: -2.64305 1.46653 -0.49656  0.06
H: -4.14281 1.05907 0.34723  0.42
N: 7.22135 2.79340 0.56235  -0.39
C: 6.27543 2.60108 1.18248  -0.20
C: 5.07621 2.34851 1.92877  0.11
C: 4.93515 2.74805 3.25441  -0.13
C: 3.74472 2.47127 3.90497  -0.96
C: 2.74578 1.80857 3.21559  -0.26
N: 2.88607 1.41694 1.94389  -0.05
C: 4.02661 1.68120 1.31130  -0.24
H: 5.74285 3.26158 3.75773  0.53
H: 3.58950 2.76190 4.93380  0.45
H: 1.80233 1.57073 3.69277  0.53
H: 4.11086 1.34581 0.28437  0.58
I: 2.97826 -1.83900 1.12419  -0.14
C: 1.20588 -1.15540 2.26267  -0.81
H: 1.55393 -0.87300 3.26090  0.66
H: 0.52883 -1.99881 2.36467  0.44
C: 0.97612 4.47445 -1.03972  -1.11
N: -0.02129 4.29701 0.01595  0.27
C: -0.87558 5.45116 0.31033  -1.01
C: -0.14085 3.16760 0.68622  1.10
C: -1.15659 3.05051 1.77586  -1.35
O: 0.60193 2.18288 0.40596  -1.00
H: 1.59953 5.33469 -0.80001  0.40
H: 0.47285 4.65366 -1.98915  0.40
H: 1.59588 3.58970 -1.11780  0.30
H: -0.63839 6.23710 -0.40002  0.38
H: -0.69250 5.82797 1.31599  0.34
H: -1.92835 5.19666 0.20098  0.35
H: -2.16028 3.21527 1.38188  0.41
H: -0.98211 3.80200 2.54677  0.52
H: -1.10157 2.05499 2.20982  0.07

For the HOMO energy (alpha / beta), the calculation gives -12.91 / -12.40 eV. Its charge is +2. Its multiplicity is 2. As for the LUMO energy (alpha / beta): -6.8 / -6.8 eV. The value obtained for the energy above the lowest of the compared OMol25 structures with the same formula, charge and spin is 0.0 kcal/mol.

***

| no. | strongest force on any atom (eV/A) |
| --- | --- |
| 1 | 1.598 |
| 2 | 1.864 |
| 3 | 1.086 |